{"formula": "C23H37FN5O6S", "method": "ωB97M-V with the def2-TZVPD basis set", "elements": ["C", "C", "O", "C", "C", "C", "C", "O", "C", "C", "C", "C", "C", "C", "C", "C", "N", "N", "C", "O", "N", "C", "O", "F", "C", "C", "C", "O", "N", "O", "N", "C", "C", "C", "C", "S", "H", "H", "H", "H", "H", "H", "H", "H", "H", "H", "H", "H", "H", "H", "H", "H", "H", "H", "H", "H", "H", "H", "H", "H", "H", "H", "H", "H", "H", "H", "H", "H", "H", "H", "H", "H", "H"], "coordinates": [[5.52, -1.77, -0.63], [4.15, -2.69, -0.88], [3.27, -1.87, -1.72], [1.87, -1.87, -1.25], [1.24, -0.38, -1.68], [-0.03, 0.12, -0.77], [-0.88, -1.25, -0.59], [-2.33, -1.15, -0.39], [-2.91, -2.37, 0.18], [-2.66, -2.97, 1.68], [-3.37, -4.35, 2.27], [-4.44, -5.19, 1.34], [-4.73, -4.61, -0.18], [-3.99, -3.23, -0.77], [-0.83, 1.19, -1.74], [-1.63, 0.49, -3.02], [-3.16, 0.50, -2.83], [-1.82, 2.08, -1.09], [-1.88, 3.49, -1.62], [-2.37, 3.65, -2.88], [-1.48, 4.75, -0.90], [-0.25, 5.40, -1.49], [0.19, 5.28, -2.75], [0.53, 6.33, -0.60], [-2.11, 1.92, 0.34], [-0.90, 1.32, 1.32], [-0.68, 2.56, 2.37], [-1.51, 0.24, 2.09], [-1.37, 0.30, 3.40], [-2.32, -0.31, 3.91], [0.35, 0.89, 0.51], [1.13, 2.17, 0.22], [1.20, 0.10, 1.48], [2.82, 0.09, 1.25], [3.66, 1.01, 2.37], [5.45, 0.47, 2.37], [6.15, -2.12, 0.29], [5.25, -0.62, -0.47], [6.22, -1.79, -1.59], [3.67, -3.08, 0.12], [4.52, -3.59, -1.56], [1.73, -2.13, -0.12], [1.24, -2.68, -1.86], [2.16, 0.31, -1.75], [0.91, -0.57, -2.81], [-0.82, -1.84, -1.63], [-0.49, -2.02, 0.21], [-1.90, -2.39, 2.40], [-3.14, -4.77, 3.35], [-5.02, -6.16, 1.68], [-5.50, -5.11, -0.95], [-4.25, -2.85, -1.85], [-0.02, 1.88, -2.27], [-1.20, -0.55, -3.33], [-1.46, 1.20, -3.97], [-3.45, -0.44, -3.24], [-3.60, 1.20, -3.50], [-2.30, 5.39, -0.93], [-3.05, 1.19, 0.46], [-2.53, 2.97, 0.74], [0.19, 2.40, 3.14], [-1.73, 2.80, 2.91], [-0.46, 3.61, 1.86], [0.42, 3.08, -0.11], [1.73, 2.60, 1.14], [1.91, 2.10, -0.64], [1.11, 0.48, 2.61], [0.88, -1.05, 1.57], [3.20, 0.33, 0.17], [3.20, -1.02, 1.47], [3.19, 0.87, 3.46], [3.62, 2.16, 2.14], [5.81, -0.15, 3.58]], "mulliken_charge": [-0.6729, -0.3351, -0.3519, -0.1320, -1.0550, 1.0376, -1.6038, -0.0162, 0.3916, 0.1760, -0.5476, -0.3991, -0.3228, -0.4635, -0.5598, -1.2134, -0.5021, 0.8504, -0.0993, -0.5366, -0.0099, 0.5103, -0.3964, -0.2485, -1.4218, 0.5927, -0.9575, 0.0754, -0.0017, -0.3469, 1.4755, -0.3100, -0.4852, -0.2273, -0.5490, -0.2372, 0.2489, 0.1075, 0.3120, 0.2863, 0.2958, 0.0501, 0.3575, 0.2147, 0.3262, 0.2802, 0.5179, 0.0481, 0.3023, 0.3067, 0.2783, 0.2173, 0.4026, 0.4980, 0.3133, 0.2460, 0.2941, 0.4056, 0.0867, 0.5170, 0.2440, 0.4652, 0.3321, -0.4860, 0.2358, 0.3642, 0.6616, 0.2498, -0.0683, 0.1601, 0.3641, 0.2770, 0.1807], "homo_energy_ev": -10.82, "charge": 1, "homo_lumo_gap_ha": 0.2727}